Formula: C19H30BF6NO9
Source: the OMol25 dataset
Level of theory: ωB97M-V with the def2-TZVPD basis set

Last column: Löwdin charge in e.
Element x y z (Å)
C 1.7386 -1.9386 2.9352  -0.028
C 0.7623 -1.0945 2.0062  -0.432
C -0.5144 -1.9799 1.8453  -0.034
C 1.4832 -0.9797 0.6097  -0.048
C 1.5940 0.4622 0.0081  -0.296
C 2.9791 1.1681 0.2475  -0.011
B 3.6237 0.9413 1.6844  -0.609
O 3.1835 1.5768 2.8454  0.133
O 4.6907 0.0012 1.8235  0.084
C 1.4795 0.2780 -1.5631  -0.684
O 1.9925 -0.7189 -2.0915  -0.044
O 0.8398 1.1117 -2.2629  -0.076
C 0.3688 1.3532 0.4173  -0.053
C -0.1394 1.2097 1.8975  -0.430
C 0.1616 2.5971 2.6051  -0.041
C -1.7051 1.0895 1.8765  -0.038
N 0.5457 0.1852 2.7060  -0.135
O 0.0215 0.0126 3.8695  -0.029
H 1.1165 -2.3369 3.7630  0.078
H 2.5613 -1.3024 3.3147  0.076
H 2.1097 -2.7778 2.3184  0.084
H -0.2994 -3.0772 1.8480  0.071
H -1.2738 -1.7655 2.6259  0.083
H -1.0037 -1.7469 0.8740  0.079
H 2.4675 -1.4870 0.6728  0.122
H 0.8939 -1.5989 -0.0968  0.119
H 2.8582 2.2539 0.0213  0.118
H 3.6915 0.7828 -0.5136  0.120
H 3.5417 1.0196 3.5587  0.106
H 5.4964 0.5309 1.7093  0.098
H 0.6867 2.4065 0.2646  0.112
H -0.4991 1.2275 -0.2607  0.119
H 1.1348 3.0166 2.2932  0.069
H -0.6199 3.3267 2.2930  0.075
H 0.0644 2.5158 3.7072  0.079
H -2.1441 0.7796 2.8405  0.081
H -2.1097 2.0411 1.4896  0.082
H -1.9536 0.3082 1.1231  0.071
C -2.6527 -5.3657 -2.0900  -0.057
C -1.9794 -6.6717 -1.7224  -0.202
O -1.1068 -6.4970 -0.5940  0.033
C -1.6852 -6.5276 0.6056  -0.390
O -2.8548 -6.6857 0.8048  0.166
C -0.6256 -6.3730 1.7001  -0.529
F 0.2539 -5.4025 1.4139  0.158
F 0.0821 -7.5079 1.8676  0.156
F -1.1615 -6.0779 2.8891  0.165
H -1.9089 -4.5850 -2.2562  0.090
H -3.2491 -5.4838 -2.9952  0.081
H -3.3060 -5.0210 -1.2875  0.078
H -1.3521 -7.0089 -2.5469  0.124
H -2.7083 -7.4597 -1.5276  0.122
C 0.1337 3.8228 -3.5363  -0.061
C 0.0367 5.1348 -2.7918  -0.191
O -0.7261 6.1100 -3.5429  0.025
C -2.0474 6.0313 -3.4388  -0.406
O -2.6474 5.2290 -2.7840  0.169
C -2.7026 7.1546 -4.2491  -0.527
F -2.1451 7.2990 -5.4643  0.153
F -2.5870 8.3421 -3.6220  0.151
F -4.0095 6.9401 -4.4436  0.157
H 0.5381 3.9807 -4.5395  0.081
H 0.7776 3.1212 -3.0005  0.055
H -0.8480 3.3637 -3.6554  0.082
H 1.0320 5.5600 -2.6631  0.121
H -0.3882 5.0001 -1.7963  0.123

Summary:
Max |F|: 3.2 eV/Å
Orbital gap (alpha / beta): 6.912 / 6.911 eV
Total charge: -1
Spin multiplicity: 2
ΔE to the lowest compared entry with this formula, charge and spin: 130.1 kJ/mol
LUMO energy (alpha / beta): 2.395 / 2.394 eV